Here is C7H20IrN8O3 as an isolated structure from OMol25. Energies are from the ωB97M-V functional and the def2-TZVPD basis.

Cartesian coordinates (Å):
Ir  -0.622376  0.883420  -0.251603
O  -2.125595  -0.443346  -0.865392
O  -1.072779  -0.218549  3.955309
O  -2.369594  0.120629  2.280748
N  1.510602  -0.177944  3.460152
N  -1.855991  -2.423606  0.225466
N  -0.246328  -0.080624  1.837746
N  1.596657  -0.118101  -0.118002
N  -3.950380  -1.587900  -0.252249
N  0.250806  2.449766  0.142444
N  1.948526  -0.245488  1.227930
N  -1.276500  -0.046859  2.766389
C  0.269242  3.884207  0.109136
C  -0.657022  4.403518  1.214589
C  1.706381  4.356785  0.351141
C  -2.625945  -1.455180  -0.298493
C  1.029184  -0.160710  2.223189
C  -0.222659  4.348131  -1.265775
C  -4.651447  -2.685314  0.388111
H  2.370731  3.989399  -0.432139
H  2.925576  -0.194657  1.467541
H  2.051929  0.693794  -0.520931
H  -1.239797  3.998874  -1.446303
H  0.422377  3.966705  -2.057539
H  -4.434726  -3.633374  -0.107588
H  -0.861595  -2.343834  0.125136
H  0.856104  -0.178099  4.226125
H  -4.463376  -0.805636  -0.622126
H  -4.394447  -2.748600  1.447271
H  2.500721  -0.243011  3.623377
H  -0.220281  5.438221  -1.315448
H  1.753285  5.446423  0.349400
H  -1.675908  4.048358  1.058343
H  -5.719146  -2.506328  0.310854
H  2.068421  4.004753  1.318039
H  -2.240876  -3.261283  0.622984
H  -0.668288  5.494805  1.213347
H  1.848484  -0.958875  -0.624879
H  -0.316969  4.066431  2.194299

Forces on atoms 1 to 6 (eV/Å):
Ir -0.193 0.245 -0.042
O 0.096 -0.192 0.054
O 0.357 0.023 0.184
O -0.023 0.017 -0.042
N -0.090 -0.007 -0.062
N -0.032 -0.014 0.050

E_HOMO (spin up / spin down): -10.727 / -12.053 eV
Multiplicity: 5
Molecular weight: 456.5 g mol⁻¹
DFT total energy: -28474.5159 eV
Net charge: +1
<S²>: 6.02
Lowest unoccupied orbital energy (spin up / spin down): -2.856 / -3.328 eV
HOMO-LUMO gap (spin up / spin down): 7.871 / 8.725 eV

Results of the Löwdin charge analysis, in e, for atoms 1 through 5:
1 Ir 1.22
2 O -0.22
3 O 0.06
4 O 0.06
5 N 0.22

***

Here is a 3-piece molecular cluster, C7H20N2 overall at a distorted geometry from OMol25. Energies are from the ωB97M-V functional and the def2-TZVPD basis.

Cartesian coordinates (Å):
N  -1.745365  0.937892  0.005329
N  1.102992  1.348814  -0.178477
C  1.166038  -1.775489  0.823427
C  0.563449  -0.445889  1.174291
C  1.784946  0.810072  -1.334255
C  1.777771  2.395703  0.563233
C  -2.288880  -1.378528  0.659534
C  -1.390227  -0.835407  -1.605206
C  -1.375310  -0.477192  -0.138850
H  -2.070698  -2.435076  0.476966
H  -2.179945  -1.218255  1.742862
H  0.085901  1.463624  -0.292086
H  -0.251551  -0.482626  1.885913
H  1.840114  -1.697102  -0.033790
H  -3.357777  -1.216724  0.425307
H  0.398461  -2.506271  0.575915
H  -2.601376  1.168556  -0.513610
H  1.762007  -2.157868  1.665043
H  -0.764423  -0.175812  -2.214109
H  1.266470  0.146546  1.759701
H  2.843835  2.192941  0.695982
H  1.337612  2.464951  1.559865
H  1.670200  3.370396  0.071976
H  2.865924  0.748681  -1.185105
H  -1.934508  1.155366  0.980148
H  -1.076181  -1.869218  -1.773935
H  -2.406516  -0.744460  -2.044066
H  1.577961  1.404517  -2.232400
H  1.399076  -0.192144  -1.519601

Forces on atoms 1 to 6 (eV/Å):
N -0.173 -0.157 -0.088
N 0.653 0.349 -0.296
C -0.075 -0.013 0.061
C -1.605 -1.343 0.989
C -0.652 0.284 -0.027
C -0.603 -0.023 -0.398

E_HOMO (spin up / spin down): -6.571 / -6.453 eV
Multiplicity: 1
Molecular weight: 132.3 g mol⁻¹
DFT total energy: -10559.0567 eV
Lowest unoccupied orbital energy (spin up / spin down): 0.887 / 0.802 eV
HOMO-LUMO gap (spin up / spin down): 7.458 / 7.255 eV

Results of the Löwdin charge analysis, in e, for atoms 1 through 5:
1 N -0.01
2 N -0.23
3 C -0.15
4 C -0.08
5 C -0.13

***

Here is a 2-piece molecular cluster, C7H20N2O2P overall at a distorted geometry from OMol25. Energies are from the ωB97M-V functional and the def2-TZVPD basis.

Cartesian coordinates (Å):
P  2.124911  -0.283412  0.279653
O  0.817243  0.427943  0.065559
O  -2.351066  -1.552640  -0.024684
N  -1.660873  0.844476  0.051194
N  3.316183  0.762836  -0.198325
C  -2.486263  0.960029  1.349638
C  -1.119663  -2.171730  0.352291
C  -1.375783  -3.624896  0.720769
C  -2.282562  -0.393069  -0.704727
C  2.971210  1.980514  -0.890086
C  4.664327  0.320095  0.001756
C  -1.646720  2.031437  -0.788727
H  -1.415990  -4.403610  0.007840
H  -2.629211  -0.148169  1.681598
H  -1.435684  1.815407  -1.818985
H  -0.662955  0.483231  0.239662
H  -0.953151  2.752920  -0.341023
H  3.205574  1.686058  -1.989864
H  -3.469858  1.524069  1.101987
H  -1.605776  -0.590211  -1.506186
H  -2.763381  2.298880  -0.692851
H  3.204211  2.906816  -0.388652
H  -0.495491  -2.013763  -0.502625
H  -0.641881  -1.712078  1.169456
H  5.149251  0.405933  -0.970726
H  -2.406720  -3.673839  1.269490
H  -1.856932  1.541699  1.893722
H  -3.291853  -0.229373  -1.038584
H  5.105555  0.895104  0.730026
H  1.932390  1.837688  -0.848478
H  4.707507  -0.738667  0.362615
H  -0.646537  -3.939678  1.427255

Forces on atoms 1 to 6 (eV/Å):
P 0.621 0.625 0.000
O 0.565 -0.409 0.036
O -0.649 -0.406 2.117
N -1.504 -3.653 0.554
N -1.337 -1.568 1.531
C -1.695 -2.049 -3.003

E_HOMO: -13.409 eV
Multiplicity: 1
Molecular weight: 195.2 g mol⁻¹
DFT total energy: -23939.9050 eV
Net charge: +1
Lowest unoccupied orbital energy: -3.366 eV
HOMO-LUMO gap: 10.043 eV

Results of the Löwdin charge analysis, in e, for atoms 1 through 5:
1 P 0.97
2 O -0.50
3 O -0.12
4 N -0.20
5 N -0.47

***

Here is a 4-piece molecular cluster, C7H20O4 overall at a distorted geometry from OMol25. Energies are from the ωB97M-V functional and the def2-TZVPD basis.

Cartesian coordinates (Å):
O  1.099451  -0.981717  -3.758536
O  -2.413044  1.391551  -1.457022
O  0.316285  3.084798  -0.595490
O  -2.035688  -2.751861  -1.364002
C  0.539902  1.920616  0.402345
C  1.569829  -1.970580  -0.295702
C  -0.775246  0.349097  1.875163
C  0.279304  -0.621764  1.375344
C  1.514509  -0.424275  2.229939
C  0.271600  -1.198846  0.191052
C  -0.943311  1.573440  0.970011
H  -1.700994  -0.260434  2.104542
H  -1.288504  2.457561  1.559153
H  1.991797  -1.425272  2.389572
H  0.201142  -1.065039  -3.486082
H  -2.040752  2.210751  -1.496096
H  0.988477  2.424308  1.318618
H  1.129586  1.189147  0.008766
H  1.525573  -3.082546  -0.066667
H  1.102363  -0.054827  -3.959633
H  -0.369076  0.796917  2.764216
H  2.468757  -1.393670  -0.044407
H  1.364913  -0.070713  3.274961
H  0.879034  3.846253  -0.244134
H  -2.125884  -2.285136  -0.513946
H  -0.360672  -1.266360  -0.541785
H  -1.674568  1.408105  0.148944
H  1.497688  -2.032304  -1.368883
H  2.260266  0.182088  1.638776
H  -2.044584  -3.672292  -1.117556
H  -3.228157  1.723007  -1.941466

Forces on atoms 1 to 6 (eV/Å):
O 0.601 -0.178 -0.147
O -4.085 -1.979 -2.059
O 1.676 -0.290 1.884
O -0.134 0.665 0.400
C -4.074 5.728 2.224
C -1.679 -0.241 0.126

E_HOMO: -8.866 eV
Multiplicity: 1
Molecular weight: 168.2 g mol⁻¹
DFT total energy: -15769.9880 eV
Structure (SMILES): C/C=C(\C)CCCO.O.O.O
Lowest unoccupied orbital energy: 0.563 eV
HOMO-LUMO gap: 9.430 eV

Results of the Löwdin charge analysis, in e, for atoms 1 through 5:
1 O -0.03
2 O -0.04
3 O -0.15
4 O -0.05
5 C -0.14

***

Among the records above, which one has the highest molecular weight? C7H20IrN8O3

***

What did the third record say?
Here is a 2-piece molecular cluster, C7H20N2O2P overall at a distorted geometry from OMol25. Energies are from the ωB97M-V functional and the def2-TZVPD basis.

Cartesian coordinates (Å):
P  2.124911  -0.283412  0.279653
O  0.817243  0.427943  0.065559
O  -2.351066  -1.552640  -0.024684
N  -1.660873  0.844476  0.051194
N  3.316183  0.762836  -0.198325
C  -2.486263  0.960029  1.349638
C  -1.119663  -2.171730  0.352291
C  -1.375783  -3.624896  0.720769
C  -2.282562  -0.393069  -0.704727
C  2.971210  1.980514  -0.890086
C  4.664327  0.320095  0.001756
C  -1.646720  2.031437  -0.788727
H  -1.415990  -4.403610  0.007840
H  -2.629211  -0.148169  1.681598
H  -1.435684  1.815407  -1.818985
H  -0.662955  0.483231  0.239662
H  -0.953151  2.752920  -0.341023
H  3.205574  1.686058  -1.989864
H  -3.469858  1.524069  1.101987
H  -1.605776  -0.590211  -1.506186
H  -2.763381  2.298880  -0.692851
H  3.204211  2.906816  -0.388652
H  -0.495491  -2.013763  -0.502625
H  -0.641881  -1.712078  1.169456
H  5.149251  0.405933  -0.970726
H  -2.406720  -3.673839  1.269490
H  -1.856932  1.541699  1.893722
H  -3.291853  -0.229373  -1.038584
H  5.105555  0.895104  0.730026
H  1.932390  1.837688  -0.848478
H  4.707507  -0.738667  0.362615
H  -0.646537  -3.939678  1.427255

Forces on atoms 1 to 6 (eV/Å):
P 0.621 0.625 0.000
O 0.565 -0.409 0.036
O -0.649 -0.406 2.117
N -1.504 -3.653 0.554
N -1.337 -1.568 1.531
C -1.695 -2.049 -3.003

E_HOMO: -13.409 eV
Multiplicity: 1
Molecular weight: 195.2 g mol⁻¹
DFT total energy: -23939.9050 eV
Net charge: +1
Lowest unoccupied orbital energy: -3.366 eV
HOMO-LUMO gap: 10.043 eV

Results of the Löwdin charge analysis, in e, for atoms 1 through 5:
1 P 0.97
2 O -0.50
3 O -0.12
4 N -0.20
5 N -0.47

***

Look up the multiplicity of the second one. 1

***

Which of these has the lowest DFT total energy? C7H20IrN8O3